1.
The following is a quantum chemistry calculation of a cluster of 7 separate species, C35H35BBrClF6O28P2S in total at a distorted geometry, from the OMol25 dataset.

Results
SMILES: COCc1c(CC(=O)Cl)c2c(c(CB(O)O)c1PP(=O)(O)O)C(=O)C(S)=C(CC(=O)Br)C2=O.O=C1OC[C@@H](F)O1.O=C1OC[C@@H](F)O1.O=C1OC[C@@H](F)O1.O=C1OC[C@@H](F)O1.O=C1OC[C@@H](F)O1.O=C1OC[C@@H](F)O1
E (a.u.): -8200.817987

Each line ends with the Mulliken charge.
CARTESIAN COORDINATES (ANGSTROEM)
Br (-1.49467, 1.69965, 2.58917)  -0.1321
Cl (3.62620, 3.00734, 0.98783)  -0.2117
S (-3.28128, -3.34870, 0.67402)  -0.2745
P (3.39753, -4.00800, 5.01731)  0.8825
P (4.10177, -3.84927, 2.93851)  -0.2103
F (-6.40092, 2.92714, -2.94420)  -0.2836
F (-12.42602, 4.29711, -3.74943)  -0.2728
F (1.48808, -0.38768, -5.43254)  -0.2686
F (-2.66167, 4.11823, -4.46097)  -0.3194
F (2.93140, 6.01251, -7.03090)  -0.2772
F (5.10022, -2.58436, 9.07108)  -0.2952
O (7.99890, -5.44715, 10.82225)  -0.4882
O (6.84919, -3.86522, 9.69397)  -0.3197
O (-3.40690, 3.05956, -1.27740)  -0.3175
O (-7.28200, 1.04654, -6.86975)  -0.5166
O (4.01046, -0.73828, 4.16376)  -0.2207
O (-0.39062, -4.34520, -0.34751)  -0.5969
O (6.13831, 8.79062, -5.72667)  -0.4986
O (-10.64683, 3.12107, -3.00718)  -0.3027
O (-9.46836, 1.64637, -1.77363)  -0.5056
O (-3.47945, 2.30661, -3.38595)  -0.2710
O (3.82329, 1.79698, -4.16262)  -0.3031
O (3.11321, 0.94935, -0.54711)  -0.4135
O (-7.23584, 0.14961, -4.80640)  -0.3576
O (-3.94215, 0.91572, -1.67310)  -0.6770
O (-11.70588, 1.47529, -1.91745)  -0.3129
O (3.03137, -7.03353, 1.15920)  -0.6409
O (4.66399, -4.30113, 5.97954)  -0.4390
O (-3.39695, -0.25731, 2.92748)  -0.4979
O (4.45453, 7.64779, -6.70509)  -0.3258
O (4.65755, 2.65008, -6.06703)  -0.5585
O (-0.08212, 0.43990, -0.36058)  -0.6576
O (3.24782, -5.26315, -0.41895)  -0.5664
O (2.38513, -5.27268, 5.03796)  -0.5608
O (5.83535, 6.60683, -5.27624)  -0.3350
O (-6.94433, 2.36041, -5.06460)  -0.3740
O (2.66208, -2.83952, 5.49195)  -0.6072
O (5.74978, -5.51598, 10.74739)  -0.3191
O (3.13751, 0.98557, -6.13474)  -0.3130
C (-1.60072, -1.20376, 0.44690)  -0.4757
C (-12.71701, 2.31698, -2.48368)  -0.4622
C (1.97088, 0.84310, 1.57199)  -1.7865
C (2.76998, 0.86625, -3.88609)  -0.1602
C (4.76253, -4.60580, 10.25408)  -0.4197
C (-3.48161, 3.72442, -3.45707)  0.4455
C (-0.44429, -3.31998, 0.28977)  -0.2543
C (2.78978, -2.82153, 2.14982)  0.8463
C (2.88802, 1.42851, 0.51958)  0.8153
C (5.53782, 7.78275, -5.88236)  0.6081
C (3.94126, 1.88681, -5.50723)  0.6115
C (-0.23806, -0.56600, 0.29101)  -0.9096
C (-3.63667, 1.99264, -2.07439)  0.8955
C (-2.71494, 0.23280, 2.07891)  0.3583
C (4.25998, 6.25617, -6.89231)  0.3478
C (0.88726, -1.32019, 0.97223)  1.0968
C (4.10740, -0.72447, 2.76860)  -1.5527
C (1.93682, -0.66634, 1.57317)  1.5489
C (5.52611, -3.86536, 9.18734)  0.6394
C (2.92022, -1.44518, 2.15523)  0.1158
C (-10.50823, 2.04056, -2.18752)  0.6752
C (4.80106, 5.67293, -5.61476)  -0.1237
C (-6.90568, 0.67986, -3.51579)  -0.1041
C (-2.75105, -0.24122, 0.62396)  -0.3365
C (2.73896, 0.04587, -5.14888)  0.3703
C (6.97078, -4.98938, 10.46163)  0.6073
C (-2.93365, 4.12242, -2.11138)  -0.4987
C (0.76343, -2.69604, 0.96036)  0.3928
C (-11.95238, 3.04444, -3.56009)  0.2879
C (1.60706, -4.97924, 1.62707)  -1.6635
C (1.71848, -3.47181, 1.57670)  0.9135
C (-1.71823, -2.52658, 0.45101)  1.0300
C (-7.22618, 2.13887, -3.69320)  0.7698
C (5.19907, -0.28784, 4.80039)  -0.7990
C (-7.16221, 1.16838, -5.69934)  0.5647
B (2.68010, -5.75271, 0.74258)  0.7181
H (5.51056, -4.34209, 8.20840)  0.0633
H (-8.25747, 2.39920, -3.48817)  -0.1519
H (3.72799, -7.00916, 1.82092)  0.3095
H (-4.49347, 4.07682, -3.65242)  0.1717
H (5.30722, -3.11400, 2.94302)  0.1027
H (3.42573, -0.80255, -5.15563)  0.2825
H (4.15121, 0.32092, 2.43564)  0.4743
H (-3.71232, -0.67382, 0.36802)  0.7480
H (-11.91186, 2.52373, -4.51850)  0.3100
H (1.80030, -5.27688, 2.66514)  -0.0017
H (0.58092, -5.29207, 1.43542)  0.6347
H (6.07374, -0.40972, 4.15366)  0.4045
H (5.02573, -1.19435, 2.38615)  0.5163
H (4.96244, -5.20484, 5.77875)  0.2956
H (1.51834, -4.84514, 4.96556)  0.3436
H (3.89868, -5.13773, 9.86244)  0.2811
H (4.05306, 5.65561, -4.81963)  0.2201
H (-13.54216, 1.72830, -2.87613)  0.2800
H (5.08864, 0.73947, 5.15952)  0.2587
H (-1.84274, 4.14041, -2.09840)  0.2904
H (4.43758, -3.94683, 11.06064)  0.2778
H (1.83803, 1.40956, -3.72337)  0.1789
H (3.95687, -4.64517, -0.21494)  0.3126
H (-13.09657, 2.99502, -1.71813)  0.2840
H (-3.80889, -2.62931, 1.69149)  0.2217
H (-7.49769, 0.21315, -2.73341)  0.2995
H (2.34832, 1.15922, 2.55000)  0.6836
H (-2.61410, 0.62401, -0.01515)  -0.4286
H (2.99078, 0.27481, -3.00196)  0.1217
H (5.19973, 4.67517, -5.74497)  0.1624
H (0.97107, 1.26620, 1.51682)  0.0223
H (5.33849, -0.91788, 5.68436)  0.1680
H (4.78256, 5.93270, -7.79410)  0.2761
H (-5.84755, 0.50918, -3.31055)  0.1450
H (-3.30695, 5.08451, -1.77011)  0.2887


2.
The following is a quantum chemistry calculation of the molecule C5H7NO, from the OMol25 dataset.

Results
E (a.u.): -324.600115

Each line ends with the natural charge from an NBO analysis.
CARTESIAN COORDINATES (ANGSTROEM)
O (-0.47666, 1.35073, -1.47049)  -0.6241
N (-1.65364, -0.47682, -0.60576)  -0.5451
C (-0.57925, 0.22175, -0.78158)  0.6613
C (0.52614, -0.34867, 0.03450)  -0.3541
C (1.54295, 0.65311, 0.56789)  -0.5949
C (-0.30323, -1.22492, 0.95950)  -0.4012
C (-1.59633, -1.42144, 0.58653)  -0.1645
H (1.05641, -1.03053, -0.65847)  0.2583
H (-2.50854, -0.33030, -1.12949)  0.4041
H (-1.36623, 1.68047, -1.67134)  0.4957
H (2.25180, 0.13675, 1.22180)  0.2241
H (1.06599, 1.45107, 1.14298)  0.2152
H (2.11183, 1.10725, -0.25172)  0.2135
H (0.14922, -1.69438, 1.82612)  0.2117


3.
The following is a quantum chemistry calculation of the ion HN2O4S with charge -1 at a distorted geometry, from the OMol25 dataset.

Results
E (a.u.): -809.206665
Total charge: -1

Each line ends with the natural charge from an NBO analysis.
CARTESIAN COORDINATES (ANGSTROEM)
S (-1.61924, -0.32461, 0.05205)  1.6924
O (-2.31155, 0.41689, -1.03825)  -0.9781
O (0.96843, -1.65732, -0.07839)  -0.4791
O (2.46275, -0.12620, -0.10968)  -0.5059
O (-1.99694, 0.15146, 1.34982)  -0.9630
N (1.29497, -0.47436, 0.01064)  0.6056
N (0.32015, 0.56535, -0.01034)  -0.7389
H (0.88145, 1.44879, -0.17586)  0.3670


4.
The following is a quantum chemistry calculation of a structure of composition C22H32BN7V at a distorted geometry, from the OMol25 dataset.

Results
E (a.u.): -2209.120113
<S²>: 3.77
Total charge: +2
Multiplicity: 4

Each line ends with the Mulliken spin population.
CARTESIAN COORDINATES (ANGSTROEM)
V (1.32234, 1.41649, 0.96382)  2.8039
N (1.76815, 3.20366, 1.33931)  -0.0584
N (1.44844, 1.57776, -0.99763)  -0.0702
N (3.08360, 0.74523, 1.11594)  -0.1147
N (-1.60251, -1.01301, 0.11431)  0.0188
N (2.59157, 2.29797, -1.40682)  0.0431
N (4.05713, 1.52925, 0.45146)  0.0495
N (2.86002, 3.74186, 0.62477)  0.0248
C (2.99196, 5.03214, 0.95041)  0.0347
C (0.78896, 1.21129, -2.12750)  -0.0103
C (2.01696, 5.36648, 1.89711)  0.0064
C (-3.24915, -3.94663, -1.27208)  -0.0048
C (-1.17327, -1.50170, 1.30405)  -0.0669
C (-2.58338, -1.34783, -2.11181)  0.0097
C (-3.84038, -3.38572, -2.41568)  0.0170
C (0.26114, 1.06753, 3.07207)  0.1274
C (-2.19142, -3.25358, -0.67357)  0.0100
C (-2.10039, -1.43116, 2.46714)  0.0007
C (-4.07677, -1.47119, -4.09624)  -0.0002
C (1.27021, 4.20846, 2.11996)  0.0167
C (-2.03730, -1.87891, -0.92955)  0.0085
C (1.47284, 1.70805, -3.24351)  0.0118
C (3.73758, -0.33131, 1.64800)  0.0251
C (-3.48978, -2.09779, -2.86228)  -0.0049
C (0.10415, -2.26047, 1.38410)  0.0363
C (-2.12974, 0.36087, 0.10694)  0.0798
C (5.09454, -0.22881, 1.34690)  0.0153
C (5.24802, 0.94142, 0.59938)  0.0388
C (-3.75806, -5.23698, -0.67984)  0.0003
C (2.60216, 2.36474, -2.74344)  0.0264
B (3.62342, 2.79984, -0.34468)  -0.0070
H (-3.12485, -1.74891, 2.18866)  -0.0006
H (-1.73784, -2.12844, 3.23540)  0.0005
H (0.69073, -2.12472, 0.45961)  -0.0035
H (-3.23022, 0.36582, 0.16318)  0.0021
H (0.32266, 1.86068, 3.82839)  0.0067
H (-4.56978, -3.98945, -2.96839)  0.0001
H (0.43711, 4.00242, 2.77152)  -0.0013
H (-1.81006, 0.87941, -0.80553)  -0.0037
H (-3.92460, -5.16265, 0.40652)  -0.0002
H (1.19236, 1.60804, -4.27623)  0.0010
H (6.12016, 1.40279, 0.16734)  0.0029
H (-1.71085, 0.89880, 0.96897)  -0.0755
H (-2.38293, -0.31525, -2.41178)  0.0010
H (1.86887, 6.30879, 2.38607)  0.0006
H (1.29398, 0.71976, 2.85191)  -0.0598
H (-4.30013, -2.21481, -4.86465)  -0.0002
H (-4.71014, -5.50682, -1.15085)  -0.0002
H (3.75929, 5.63482, 0.48889)  0.0029
H (-0.07604, -3.33983, 1.52111)  -0.0034
H (5.86942, -0.90809, 1.64283)  0.0016
H (3.19567, -1.07471, 2.21183)  0.0060
H (-5.00201, -0.91979, -3.88374)  -0.0003
H (-0.10817, 0.60889, -2.05774)  0.0285
H (3.41862, 2.86701, -3.23807)  0.0012
H (-0.28187, 0.19945, 3.45787)  0.0014
H (-3.37322, -0.74541, -4.51546)  -0.0001
H (-0.32142, 1.47578, 2.21260)  0.0315
H (-3.06568, -6.07496, -0.83254)  -0.0003
H (-1.62565, -3.73823, 0.11741)  0.0025
H (0.72150, -1.95248, 2.24819)  -0.0060
H (4.56390, 3.35332, -0.84181)  -0.0014
H (-2.20987, -0.42918, 2.91742)  -0.0017